This record from OMol25 describes a molecular structure, C38H31AsIrN4P in a non-equilibrium geometry. The level of theory is ωB97M-V with the def2-TZVPD basis set.

Cartesian coordinates (Å):
1 C 13.476 12.896 15.610
2 C 10.958 6.021 14.702
3 C 13.095 8.309 9.055
4 C 15.266 11.733 9.763
5 H 14.106 13.739 15.422
6 C 15.899 8.472 12.082
7 C 15.420 8.518 8.575
8 C 12.453 11.229 17.052
9 H 12.322 10.891 18.056
10 H 15.671 7.766 11.298
11 C 15.284 7.485 7.601
12 H 11.158 8.889 9.135
13 H 6.384 11.089 11.341
14 C 8.379 10.795 12.220
15 H 16.807 14.941 8.352
16 Ir 12.236 10.585 11.013
17 C 11.972 11.220 14.700
18 C 7.194 11.500 11.952
19 H 12.945 8.215 13.078
20 C 16.471 8.032 13.280
21 C 11.804 10.651 16.008
22 C 14.057 6.847 7.429
23 H 17.018 11.567 10.993
24 C 12.977 7.229 8.206
25 H 16.286 10.815 15.094
26 C 6.992 12.772 12.524
27 C 10.005 12.276 9.364
28 C 12.041 7.809 13.592
29 C 9.245 12.663 13.509
30 H 13.989 6.120 6.631
31 H 15.390 11.619 12.996
32 C 9.370 11.354 13.045
33 C 8.042 13.346 13.227
34 C 14.293 8.935 9.264
35 H 14.805 14.081 7.382
36 H 17.042 8.445 15.253
37 H 16.324 9.037 8.822
38 H 16.141 7.326 6.958
39 C 15.458 9.800 11.920
40 H 11.981 6.762 8.081
41 C 9.753 8.084 14.293
42 H 7.914 14.329 13.603
43 As 11.050 10.431 13.208
44 H 13.705 12.896 17.732
45 H 6.122 13.359 12.290
46 C 16.548 12.119 10.232
47 C 7.919 13.338 9.111
48 C 12.110 6.514 14.043
49 H 11.559 7.848 10.339
50 C 14.628 12.434 8.708
51 C 10.893 8.550 13.706
52 P 14.482 10.291 10.471
53 H 8.852 8.675 14.461
54 N 11.878 8.655 9.823
55 H 11.079 9.880 16.117
56 C 15.231 13.592 8.202
57 H 8.958 6.346 15.223
58 C 9.811 6.776 14.739
59 C 15.644 10.616 13.047
60 N 7.071 14.082 9.391
61 C 12.841 12.233 14.474
62 H 9.939 13.196 14.130
63 H 18.143 13.519 10.054
64 C 13.265 12.399 16.890
65 C 17.127 13.287 9.754
66 H 11.000 5.008 15.142
67 N 8.899 12.609 8.713
68 N 10.836 11.867 10.037
69 C 16.641 8.867 14.363
70 C 16.431 14.044 8.749
71 H 13.574 12.125 8.344
72 H 12.960 12.585 13.482
73 H 12.973 5.909 14.037
74 C 16.243 10.224 14.197
75 H 8.451 9.802 11.793
76 H 16.792 7.001 13.347

Calculated values
Total charge: +2
Strongest force on any atom, eV Å⁻¹: 3.3
Relative energy (zero: lowest compared OMol25 entry of this formula, charge and spin), kJ/mol: 0.0
HOMO (spin up / spin down), Eh: -0.486 / -0.520
LUMO (spin up / spin down), eV: -4.9 / -9.5
Kohn-Sham gap (spin up / spin down), eV: 8.36 / 4.64
Expectation value of S²: 6.04
2S+1: 5